{"formula": "C4H6N2O", "method": "ωB97M-V with the def2-TZVPD basis set", "symbols": ["C", "C", "N", "C", "C", "O", "N", "H", "H", "H", "H", "H", "H"], "coordinates": [[2.048, -0.320, 0.159], [0.606, -0.062, -0.115], [-0.101, -0.563, -1.046], [-1.428, 0.006, -0.829], [-1.363, 1.098, 0.225], [-2.168, -0.816, 0.120], [-0.126, 0.866, 0.679], [2.432, -1.026, -0.577], [2.189, -0.735, 1.163], [2.623, 0.612, 0.100], [-1.976, 0.102, -1.770], [-3.001, -0.345, 0.289], [0.230, 1.255, 1.539]], "forces_ev_per_a": [[-0.01, -0.05, -0.04], [0.00, -0.18, -0.25], [-0.01, -0.07, 0.59], [-0.47, -0.07, 0.20], [0.71, 0.34, 0.02], [-0.23, -0.67, -0.60], [-0.21, 0.46, -0.02], [-0.05, 0.08, 0.11], [-0.06, 0.05, -0.13], [-0.12, -0.12, 0.02], [0.14, 0.30, 0.26], [0.29, -0.17, -0.01], [0.03, 0.10, -0.15]], "lowdin_charge": [-0.011, -0.382, 0.152, -0.395, 0.025, -0.044, 0.044, 0.084, 0.087, 0.086, 0.133, 0.089, 0.132], "charge": 0, "gap_ev": 9.63, "largest_force_ev_per_a": 0.9, "e_tot_ha": -340.6796, "e_homo_ev": -9.0}

***

{"formula": "H24O12", "method": "ωB97M-V with the def2-TZVPD basis set", "symbols": ["H", "H", "H", "H", "H", "H", "H", "H", "H", "H", "H", "H", "H", "H", "H", "H", "H", "H", "H", "H", "H", "H", "H", "H", "O", "O", "O", "O", "O", "O", "O", "O", "O", "O", "O", "O"], "coordinates": [[1.128, 0.327, -0.024], [-0.167, -0.348, -0.048], [0.956, 3.486, 0.791], [-0.354, 2.714, 0.708], [-0.828, 0.567, -1.487], [-1.809, 1.414, -2.200], [5.285, 2.487, 0.012], [3.982, 3.142, -0.356], [-2.637, -0.231, 1.979], [-3.294, 0.924, 1.317], [-1.082, -2.778, -0.524], [-0.769, -3.144, 0.820], [2.584, -1.936, -0.091], [1.076, -1.939, -0.471], [0.628, -0.664, 3.280], [-0.763, -0.644, 2.653], [-0.494, -1.940, -2.005], [1.065, -2.186, -2.439], [4.204, -1.439, 0.302], [4.229, -0.318, 1.097], [-2.419, -1.003, -0.331], [-3.667, -1.434, -1.233], [-4.034, 1.977, 0.211], [-3.170, 2.748, -0.802], [0.161, 0.545, -0.044], [0.428, 2.984, 0.213], [-0.799, 1.274, -2.074], [4.750, 2.806, -0.797], [-3.195, 0.444, 2.151], [-1.407, -2.671, 0.385], [1.990, -1.748, -0.747], [0.152, -0.903, 2.508], [0.284, -2.613, -2.080], [4.752, -1.105, 1.066], [-2.696, -1.426, -1.219], [-4.070, 2.629, -0.521]], "forces_ev_per_a": [[-0.99, 0.75, -0.08], [-0.49, -0.91, 0.54], [0.81, 1.11, 1.23], [0.33, -0.07, -0.07], [0.51, -1.58, 1.49], [2.53, -0.16, -0.30], [-0.95, 0.66, -2.11], [-0.93, 0.44, 0.05], [2.68, -3.56, -0.96], [0.25, -0.28, 0.46], [-0.70, -0.11, 0.13], [2.44, -1.87, 2.49], [1.78, -0.97, 2.87], [0.94, -0.36, 0.04], [0.53, 0.37, 1.14], [0.26, 0.09, 0.19], [2.20, -1.39, -1.15], [-0.13, 0.41, -0.05], [1.69, -0.39, 0.79], [-0.08, 1.62, 0.94], [-1.04, -1.34, -2.11], [0.47, 0.08, 0.05], [-0.25, 0.89, -0.88], [0.74, 0.17, -0.16], [1.73, -1.14, 0.96], [-0.81, -0.32, -1.02], [-3.88, 2.48, -2.88], [1.88, -1.13, 2.05], [-2.81, 3.58, 0.60], [-1.23, 1.44, -1.74], [-1.50, 1.50, -1.91], [-0.59, -0.62, -1.12], [-3.59, 0.81, 0.04], [-1.36, -1.08, -1.79], [0.16, 1.71, 1.40], [-0.59, -0.83, 0.87]], "lowdin_charge": [0.082, -0.009, 0.006, 0.035, -0.083, 0.081, 0.079, 0.001, -0.051, 0.017, 0.017, 0.006, -0.021, 0.031, 0.028, 0.023, 0.080, 0.051, 0.042, 0.009, 0.059, 0.066, 0.019, 0.015, -0.092, -0.039, -0.066, -0.079, 0.026, -0.031, -0.025, -0.025, -0.094, -0.045, -0.082, -0.031], "charge": 0, "gap_ev": 10.33, "largest_force_ev_per_a": 5.4, "e_tot_ha": -917.1313, "e_homo_ev": -10.7}

***

{"formula": "C5H6OS2", "method": "ωB97M-V with the def2-TZVPD basis set", "symbols": ["C", "C", "C", "C", "C", "H", "H", "H", "H", "H", "H", "O", "S", "S"], "coordinates": [[-3.479, -1.378, 0.859], [-2.152, -0.678, 0.559], [0.139, 0.125, -0.404], [1.330, 0.059, -1.143], [2.463, 0.797, -0.808], [-3.256, -1.427, 2.304], [-3.224, -2.441, 0.524], [-4.587, -0.837, 0.484], [-0.126, 0.609, 0.452], [1.258, -0.777, -1.974], [3.229, 0.851, -1.642], [-1.802, 0.038, 1.391], [-0.921, -1.041, -0.916], [2.878, 1.678, 0.562]], "forces_ev_per_a": [[-0.35, -1.13, 2.10], [-1.82, -1.64, -1.88], [4.05, -1.76, -3.52], [-3.43, -1.60, 0.55], [3.00, 1.92, -0.25], [-1.50, 0.12, -4.69], [-1.51, 1.11, 0.27], [3.73, -1.84, 1.16], [-0.12, 1.87, 2.05], [0.90, 2.16, 1.41], [-0.74, -0.26, 0.99], [2.27, 3.09, 2.17], [-3.61, -0.94, 0.99], [-0.87, -1.10, -1.35]], "lowdin_charge": [-0.075, -0.706, -0.451, -0.301, -0.689, 0.213, 0.056, 0.157, 0.032, 0.118, 0.060, 0.024, 0.976, 0.587], "charge": 0, "gap_ev": 7.32, "largest_force_ev_per_a": 5.6, "e_tot_ha": -1065.5646, "e_homo_ev": -8.4}

***

{"formula": "C4H9NO2", "method": "ωB97M-V with the def2-TZVPD basis set", "symbols": ["C", "C", "C", "O", "C", "O", "N", "H", "H", "H", "H", "H", "H", "H", "H", "H"], "coordinates": [[-2.269, -0.236, -0.516], [-1.324, 0.870, -0.049], [-0.188, 0.357, 0.843], [1.064, 0.462, 0.146], [1.888, -0.608, 0.208], [1.624, -1.677, 0.716], [3.086, -0.299, -0.372], [-2.800, -0.681, 0.332], [-3.022, 0.140, -1.216], [-1.718, -1.042, -1.013], [-0.870, 1.366, -0.913], [-1.891, 1.643, 0.484], [-0.082, 0.945, 1.760], [-0.329, -0.688, 1.126], [3.693, -1.074, -0.581], [3.140, 0.521, -0.956]], "forces_ev_per_a": [[-0.01, -0.08, -0.02], [0.02, 0.07, 0.02], [-0.19, -0.04, 0.17], [0.11, -0.15, -0.06], [0.04, -0.24, 0.06], [0.08, 0.45, -0.17], [-0.01, -0.08, -0.10], [0.06, 0.04, -0.07], [0.13, -0.02, 0.11], [-0.04, 0.11, 0.03], [-0.04, -0.04, 0.10], [0.08, -0.14, -0.06], [-0.05, -0.02, -0.13], [-0.05, 0.12, -0.03], [-0.10, 0.12, 0.04], [-0.01, -0.11, 0.10]], "lowdin_charge": [-0.112, -0.222, -0.170, -0.013, -0.619, 0.075, 0.171, 0.074, 0.069, 0.078, 0.109, 0.105, 0.126, 0.114, 0.110, 0.105], "charge": 0, "gap_ev": 11.34, "largest_force_ev_per_a": 0.5, "e_tot_ha": -363.0744, "e_homo_ev": -10.4}

***

{"formula": "C3H10OS2", "method": "ωB97M-V with the def2-TZVPD basis set", "symbols": ["C", "C", "C", "S", "S", "H", "H", "H", "H", "H", "H", "H", "H", "H", "H", "O"], "coordinates": [[-0.896, -1.518, -2.065], [-2.209, -2.261, -2.216], [-0.999, -0.421, -0.997], [0.575, 0.463, -0.938], [0.564, 1.258, 0.965], [-0.611, -1.083, -3.011], [-0.106, -2.213, -1.806], [-2.140, -3.028, -2.982], [-2.621, -2.677, -1.309], [-2.968, -1.576, -2.613], [-1.200, -0.884, -0.070], [-1.826, 0.253, -1.239], [-0.009, 2.469, 0.841], [1.281, 1.148, 4.810], [2.641, 0.481, 4.450], [1.769, 0.317, 4.811]], "forces_ev_per_a": [[-0.16, 0.02, 0.51], [-0.52, 0.58, -0.99], [-0.02, 0.01, -1.37], [-0.10, 0.43, 0.44], [0.22, -0.29, 0.14], [0.05, 0.18, -0.43], [0.24, -0.10, 0.19], [0.14, -0.31, 0.11], [0.17, -0.21, 0.40], [0.00, 0.04, 0.17], [-0.09, -0.34, 1.22], [0.17, 0.04, 0.05], [-0.08, -0.03, -0.42], [0.31, -0.09, -0.11], [0.06, 0.26, -0.11], [-0.37, -0.18, 0.22]], "lowdin_charge": [-0.348, -0.118, -0.592, 0.430, 0.296, 0.095, 0.099, 0.070, 0.071, 0.076, 0.051, 0.081, -0.204, 0.031, 0.028, -0.065], "charge": 0, "gap_ev": 9.59, "largest_force_ev_per_a": 1.4, "e_tot_ha": -991.9069, "e_homo_ev": -9.2}

***

{"formula": "C6H9N2O8Ru", "method": "ωB97M-V with the def2-TZVPD basis set", "symbols": ["Ru", "O", "C", "C", "N", "C", "C", "O", "O", "C", "C", "O", "O", "H", "H", "H", "H", "H", "H", "H", "H", "H", "O", "N", "O", "O"], "coordinates": [[-1.249, 0.365, -0.276], [-0.036, 0.472, -2.127], [1.063, -0.427, -1.899], [1.732, -0.078, -0.593], [0.738, -0.027, 0.501], [1.026, 1.098, 1.415], [0.522, 2.362, 0.723], [1.188, 3.363, 0.614], [-0.687, 2.198, 0.254], [0.539, -1.301, 1.215], [-0.821, -1.272, 1.929], [-1.117, -2.082, 2.762], [-1.573, -0.258, 1.551], [0.261, 1.387, -2.242], [0.615, -1.420, -1.868], [1.762, -0.393, -2.735], [2.523, -0.796, -0.362], [2.194, 0.908, -0.675], [0.477, 0.948, 2.342], [2.093, 1.191, 1.623], [0.552, -2.132, 0.508], [1.313, -1.473, 1.966], [-2.420, -1.398, -0.624], [-3.331, -0.698, -1.179], [-4.369, -1.107, -1.572], [-2.996, 0.569, -1.252]], "forces_ev_per_a": [[1.46, -0.32, 1.13], [-0.57, -0.01, -0.20], [0.04, -0.08, 0.01], [0.10, -0.07, 0.03], [-0.69, -0.14, -0.06], [0.29, 0.12, 0.01], [-0.17, -0.08, 0.03], [0.03, -0.01, 0.15], [-0.02, 0.41, -0.87], [0.16, -0.11, 0.26], [-0.16, 0.23, -0.11], [0.15, -0.03, 0.07], [-0.49, -0.04, 0.15], [0.13, -0.02, 0.02], [-0.04, 0.01, -0.03], [0.00, 0.06, 0.00], [0.01, 0.02, 0.03], [-0.01, 0.01, 0.00], [-0.03, 0.05, 0.00], [0.01, -0.16, 0.02], [-0.02, 0.03, -0.04], [0.06, -0.01, -0.07], [0.20, 0.19, -0.89], [0.11, 0.32, 0.03], [0.08, -0.07, -0.03], [-0.65, -0.33, 0.34]], "lowdin_spin": [0.866, 0.027, 0.002, 0.001, -0.006, 0.000, 0.002, 0.009, 0.009, 0.002, 0.005, -0.003, 0.061, 0.002, 0.001, 0.000, 0.000, 0.000, 0.000, 0.000, 0.000, 0.000, 0.002, 0.001, -0.002, 0.021], "charge": 0, "gap_ev": [9.36, 7.88], "largest_force_ev_per_a": 1.9, "e_tot_ha": -1040.2470, "s2": 0.753, "e_homo_ev": [-9.7, -9.4], "spin_multiplicity": 2}

***

{"formula": "C4H12OS2", "method": "ωB97M-V with the def2-TZVPD basis set", "symbols": ["C", "C", "C", "S", "S", "C", "H", "H", "H", "H", "H", "H", "H", "H", "H", "H", "H", "H", "O"], "coordinates": [[0.154, -0.822, 0.779], [-0.187, -1.800, 1.987], [-0.328, 0.599, 1.278], [-0.112, 1.677, -0.163], [1.810, 1.836, -0.861], [2.044, 1.061, -2.448], [1.169, -0.946, 0.755], [-0.315, -0.878, -0.254], [-1.241, -1.662, 2.250], [-0.268, -2.807, 1.686], [0.539, -1.764, 2.745], [-1.456, 0.570, 1.567], [0.193, 0.930, 2.239], [2.843, 1.555, -3.171], [2.249, -0.014, -2.211], [1.048, 1.056, -3.034], [-2.745, 1.212, -1.085], [-2.326, -0.139, -0.851], [-3.072, 0.336, -1.209]], "forces_ev_per_a": [[-3.62, 0.47, 2.25], [-2.22, 0.43, -2.86], [0.81, -1.32, 0.56], [-0.98, 1.43, -0.38], [0.80, 1.18, 1.18], [-1.18, -1.49, -2.24], [2.77, 0.57, -0.86], [0.50, -1.00, 1.42], [0.34, 0.56, 0.84], [0.54, -1.46, -0.71], [0.61, 0.53, 1.19], [1.79, 0.20, -1.00], [-0.43, -0.24, -1.47], [-1.52, -0.86, 2.09], [0.28, 0.86, -0.81], [1.55, 0.16, 0.86], [0.04, 1.36, -0.12], [0.21, -0.70, 0.03], [-0.29, -0.67, 0.02]], "lowdin_charge": [-0.302, -0.094, -0.557, 0.461, 0.413, -0.519, 0.049, 0.095, 0.072, 0.045, 0.058, 0.108, 0.097, 0.084, 0.020, 0.054, -0.015, -0.014, -0.053], "charge": 0, "gap_ev": 9.28, "largest_force_ev_per_a": 4.3, "e_tot_ha": -1031.1534, "e_homo_ev": -8.6}

***

{"formula": "C14H20Cl2F6N2O4S", "method": "ωB97M-V with the def2-TZVPD basis set", "symbols": ["C", "O", "C", "N", "C", "C", "C", "C", "F", "C", "F", "F", "C", "C", "N", "C", "C", "Cl", "C", "C", "Cl", "H", "H", "H", "H", "H", "H", "H", "H", "H", "H", "H", "H", "H", "H", "H", "H", "H", "H", "H", "H", "C", "F", "F", "F", "S", "O", "O", "O"], "coordinates": [[0.469, -1.250, 2.899], [-0.758, -0.600, 2.501], [-1.650, -1.250, 1.722], [-1.739, -0.720, 0.308], [-1.085, -1.167, -0.715], [-0.065, -2.246, -0.690], [1.023, -2.046, -1.770], [1.940, -0.941, -1.299], [1.959, -0.759, 0.037], [2.672, -0.077, -2.010], [2.781, 1.193, -1.732], [3.402, -0.388, -3.052], [-1.526, -0.456, -1.961], [-2.953, -0.038, -1.533], [-3.862, -1.186, -1.582], [-2.665, 0.366, -0.082], [-2.149, 1.833, 0.150], [-0.480, 1.837, 0.761], [-2.248, 2.765, -1.062], [-1.562, 4.111, -0.832], [-3.992, 3.066, -1.348], [0.516, -1.234, 3.983], [1.316, -0.694, 2.523], [0.521, -2.274, 2.524], [-2.651, -1.079, 2.127], [-1.495, -2.330, 1.651], [-0.571, -3.204, -0.846], [0.421, -2.240, 0.278], [1.538, -3.004, -1.882], [0.635, -1.791, -2.753], [-1.597, -1.200, -2.759], [-0.857, 0.349, -2.259], [-3.372, 0.743, -2.153], [-3.459, -1.996, -2.032], [-4.171, -1.479, -0.665], [-3.590, 0.297, 0.493], [-2.770, 2.289, 0.918], [-1.795, 2.316, -1.943], [-1.680, 4.443, 0.198], [-2.034, 4.860, -1.466], [-0.511, 4.068, -1.108], [5.108, 0.511, 1.369], [4.113, 0.702, 0.473], [6.037, -0.255, 0.779], [5.666, 1.701, 1.613], [4.393, -0.284, 2.876], [3.839, -1.509, 2.323], [3.403, 0.690, 3.290], [5.536, -0.442, 3.738]], "forces_ev_per_a": [[0.19, 0.05, -0.13], [-0.05, -0.02, 0.13], [-0.31, 0.01, 0.27], [0.57, -0.09, -0.16], [0.17, 0.58, 0.35], [0.09, 0.35, -0.36], [0.95, -0.49, 0.36], [0.28, -0.16, -0.11], [-0.99, 0.66, 0.08], [-0.22, -0.15, 0.29], [0.71, 0.19, 0.56], [-0.69, -0.05, -0.99], [-0.95, -1.09, -0.09], [0.57, -0.09, -0.22], [0.09, -0.02, 0.17], [-1.00, 0.50, -0.09], [0.19, -0.17, -0.08], [0.19, 0.03, -0.20], [0.50, 0.39, 0.29], [-0.32, 0.17, -0.15], [-0.17, -0.13, -0.13], [-0.08, -0.11, 0.03], [0.21, 0.16, -0.13], [-0.11, -0.04, 0.07], [-0.08, -0.01, -0.15], [0.19, -0.01, -0.10], [-0.06, 0.03, 0.00], [-0.02, -0.32, 0.15], [0.04, 0.01, 0.08], [-0.19, -0.04, 0.03], [0.26, 0.24, -0.24], [0.13, 0.02, 0.11], [0.14, 0.22, 0.13], [-0.05, 0.04, -0.13], [-0.13, 0.05, -0.02], [0.12, -0.28, 0.16], [0.11, -0.09, 0.16], [-0.36, -0.11, -0.15], [0.12, -0.02, 0.04], [0.02, -0.04, -0.07], [0.07, -0.08, 0.24], [-0.17, -0.19, 0.18], [0.25, 0.18, -0.17], [-0.03, 0.00, -0.05], [-0.04, 0.04, 0.01], [0.19, -0.03, -0.15], [-0.14, -0.02, 0.06], [-0.18, -0.02, 0.04], [-0.03, -0.02, 0.06]], "lowdin_charge": [-0.025, -0.162, -0.170, 0.051, -0.144, -0.066, -0.081, -0.196, 0.061, -0.324, 0.169, 0.174, -0.024, -0.325, 0.079, -0.218, -0.622, 0.798, -0.746, -0.149, 0.682, 0.103, 0.057, 0.092, 0.145, 0.144, 0.153, 0.109, 0.130, 0.115, 0.135, 0.139, 0.094, 0.077, 0.079, 0.154, 0.102, 0.093, 0.083, 0.069, 0.076, -0.658, 0.077, 0.114, 0.122, 0.435, -0.350, -0.339, -0.314], "charge": 0, "gap_ev": 6.29, "largest_force_ev_per_a": 1.5, "e_tot_ha": -2873.5706, "e_homo_ev": -8.0}